No. 1
ORCA calculation (the ωB97M-V functional and the def2-TZVPD basis) on 2 unconnected molecules or ions with the total composition C5H6N5O.

Geometry as XYZ:
```
17
Properties=species:S:1:pos:R:3:forces:R:3:nbo_charge:R:1
C 1.2353 2.6319 0.3274 0.91 -1.91 -1.33 0.509
C -2.8719 1.0298 -0.3486 1.58 0.41 -0.89 0.174
C 1.5393 0.4394 -0.2966 0.75 -0.88 -1.56 0.637
C -0.8839 0.4840 -0.0709 3.26 -1.31 1.72 0.447
C 1.0397 -0.3080 0.7869 -4.34 0.16 -1.93 -0.403
N 0.7675 3.3122 1.0820 -1.64 2.57 2.66 -0.278
N -2.2241 1.0943 -1.4905 -3.65 0.75 -1.16 -0.221
N -0.9878 0.7249 -1.3118 2.80 -0.91 0.06 -0.345
N -2.0132 0.6755 0.6161 0.05 -0.29 4.31 -0.581
N 1.9383 -0.1983 -1.3693 -1.05 -2.61 -0.19 -0.677
O 1.7176 1.7838 -0.5053 0.65 -1.72 -0.16 -0.425
H -3.8386 1.3085 -0.1451 -2.09 0.52 0.11 0.228
H 0.8320 -1.4003 0.6833 0.76 1.08 -0.17 0.289
H 0.7890 0.0979 1.7019 0.27 1.03 1.97 0.265
H -2.1592 0.7421 1.7050 0.42 -0.40 -3.16 0.478
H 1.6728 -1.2075 -1.7053 0.76 2.62 1.50 0.472
H 2.2101 0.4123 -2.0788 0.55 0.88 -1.79 0.431
```
Forces are in eV/Å.

Computed properties:
Lowest unoccupied orbital energy, Eh: -0.2195
Relative energy (zero: lowest compared OMol25 entry of this formula, charge and spin), eV: 5.368
HOMO, Eh: -0.51768
Energy, a.u.: -542.69796
Charge: +1

=====

No. 2
ORCA calculation (the ωB97M-V functional and the def2-TZVPD basis) on a molecular structure, C3H9BBrNaO2P.

Geometry as XYZ:
```
18
Properties=species:S:1:pos:R:3:forces:R:3:nbo_charge:R:1
C -2.0324 0.6999 -0.4213 0.07 -0.07 0.01 -0.614
C -0.6596 1.3204 -0.5765 0.47 0.14 -0.03 -0.418
C 0.4354 0.2720 -0.4819 -0.79 0.08 1.07 -0.545
Br 2.1798 1.0877 -0.9273 0.00 -0.79 -0.46 -0.062
B 0.6282 -0.2166 1.0250 0.32 -0.02 -0.44 0.273
P 0.9471 -2.0705 1.5533 0.10 -0.61 0.70 1.116
O -0.4190 -2.7123 0.8720 0.27 0.45 -0.57 -0.949
O 2.1379 -2.4922 0.4911 -0.35 0.60 -0.40 -0.949
H -2.3706 0.2639 -1.3505 -0.17 -0.11 -0.23 0.227
H -2.7255 1.4627 -0.1036 -0.37 0.16 -0.05 0.239
H -2.0556 -0.0811 0.3343 0.06 -0.14 0.20 0.217
H -0.5004 2.0346 0.2261 0.06 0.21 0.23 0.189
H -0.5596 1.8800 -1.4983 -0.21 0.05 -0.36 0.223
H 0.2410 -0.5478 -1.1611 0.41 0.00 -0.63 0.226
H 0.5468 0.6275 1.8618 0.04 0.17 0.03 -0.084
H -0.4224 -2.5472 -0.0888 -0.37 -0.26 0.34 0.471
H 1.9880 -2.0846 -0.3794 0.39 -0.34 0.13 0.468
Na 2.6411 3.1036 0.6252 0.08 0.50 0.45 0.972
```
Forces are in eV/Å.

Computed properties:
Lowest unoccupied orbital energy, Eh: -0.1765
HOMO, Eh: -0.43544
Energy, a.u.: -3372.49673
Charge: +1

=====

No. 3
ORCA calculation (the ωB97M-V functional and the def2-TZVPD basis) on a gas-phase ion, C5H13N2S (charge +1).

Geometry as XYZ:
```
21
Properties=species:S:1:pos:R:3:forces:R:3:nbo_charge:R:1
C 2.2081 1.0188 -0.6979 -0.37 -0.27 1.05 -0.998
C 0.7096 -1.2584 0.1337 0.57 0.32 0.55 -0.550
C -0.4135 0.8631 0.8990 -0.33 1.00 -0.73 0.300
C -0.5420 -0.3646 0.0540 0.06 -0.21 -0.36 0.000
C -1.7459 -1.1361 0.6483 0.04 0.16 -0.09 -0.597
N -1.0140 1.9488 0.5140 0.37 -0.93 0.53 -0.628
N -0.8925 0.0758 -1.2865 -0.01 0.02 -0.07 -0.861
S 2.2726 -0.2269 0.4284 -0.59 -0.24 -1.64 0.655
H 2.3928 0.8266 -1.7360 -0.01 -0.16 -0.27 0.231
H 2.4897 1.9693 -0.2904 0.20 0.18 0.13 0.239
H 0.6601 -1.9441 0.9770 -0.05 -0.15 0.05 0.237
H 0.8208 -1.8273 -0.7887 0.00 0.09 0.04 0.247
H 0.0467 0.8035 1.8773 -0.02 0.20 0.09 0.236
H -2.6579 -0.5767 0.4560 -0.08 0.03 0.01 0.236
H -1.6398 -1.2808 1.7190 0.03 -0.09 0.13 0.231
H -1.8280 -2.1104 0.1717 0.05 -0.05 -0.02 0.243
H -1.4333 1.9049 -0.4167 0.02 0.02 -0.05 0.455
H -1.0568 2.7949 1.0633 0.05 -0.04 0.08 0.436
H -0.0741 0.4049 -1.7914 0.05 -0.03 0.09 0.399
H 3.0380 -1.2274 -0.1126 0.04 0.13 0.44 0.096
H -1.3406 -0.6578 -1.8215 -0.04 0.03 0.04 0.392
```
Forces are in eV/Å.

Computed properties:
Lowest unoccupied orbital energy, Eh: -0.1575
Relative energy (zero: lowest compared OMol25 entry of this formula, charge and spin), eV: 2.453
HOMO, Eh: -0.42422
Energy, a.u.: -705.67582
Charge: +1

=====

No. 4
ORCA calculation (the ωB97M-V functional and the def2-TZVPD basis) on a gas-phase ion, C5H15N2O (charge +1).

Geometry as XYZ:
```
23
Properties=species:S:1:pos:R:3:forces:R:3:nbo_charge:R:1
C -0.6976 1.0708 2.5485 -1.37 0.26 -0.35 -0.412
N -1.3580 0.9331 1.2468 -0.25 0.04 -0.77 -0.668
C -0.9156 -0.1813 0.4116 0.92 0.22 1.41 -0.262
C 0.1705 0.3804 -0.5472 -1.62 -0.78 0.21 -0.060
N -0.6637 1.0708 -1.6004 0.97 0.49 -0.45 -0.678
C 1.1223 -0.5839 -1.2506 -0.12 -0.35 0.88 0.064
C 1.7106 -1.5893 -0.2630 1.59 0.75 0.59 -0.673
O 0.4472 -1.1947 -2.3417 -0.04 -0.18 0.35 -0.728
H -1.0952 2.0166 2.9237 0.69 -0.01 0.31 0.224
H -0.9452 0.2984 3.2820 -0.06 -0.23 -0.16 0.191
H 0.3637 1.0653 2.3956 0.61 0.37 0.12 0.189
H -2.3554 1.0553 1.3017 -0.08 -0.26 0.13 0.384
H -0.4143 -0.8637 1.0940 -0.10 -0.42 -0.18 0.209
H -1.7388 -0.7375 -0.0421 0.12 0.21 -0.31 0.220
H 0.7123 1.1116 0.0380 0.12 0.35 -0.16 0.239
H -1.1308 0.3535 -2.1596 0.02 -0.14 0.01 0.456
H -0.0618 1.5882 -2.2486 -0.22 0.11 0.03 0.439
H -1.3427 1.7094 -1.1827 0.04 0.01 0.23 0.451
H 1.9628 0.0087 -1.5884 0.10 0.12 -0.78 0.192
H 1.1552 -1.7677 0.6509 -0.54 -0.74 -0.49 0.226
H 2.6244 -1.1682 0.1888 -0.12 0.27 -0.33 0.246
H 2.1415 -2.4565 -0.7671 -0.64 -0.24 0.05 0.253
H 0.3086 -2.1194 -2.0901 -0.04 0.14 -0.36 0.496
```
Forces are in eV/Å.

Computed properties:
Lowest unoccupied orbital energy, Eh: -0.1141
Relative energy (zero: lowest compared OMol25 entry of this formula, charge and spin), eV: 1.495
HOMO, Eh: -0.47220
SMILES string: CNC[C@H]([NH3+])[C@@H](C)O
Energy, a.u.: -383.99610
Charge: +1

=====

No. 5
ORCA calculation (the ωB97M-V functional and the def2-TZVPD basis) on a molecular structure, C24H19N3Pd.

Geometry as XYZ:
```
47
Properties=species:S:1:pos:R:3:forces:R:3:nbo_charge:R:1
Pd -0.4989 0.2798 0.3662 0.00 -0.09 -0.15 0.532
N 0.2140 -1.7738 0.5321 -0.02 -0.05 0.05 -0.832
C 1.6278 -1.6923 0.2868 0.00 -0.01 0.00 0.223
C 2.2005 -2.4098 -0.7500 0.03 -0.02 0.01 -0.272
C 3.5555 -2.2759 -1.0223 0.01 0.01 0.00 -0.203
C 4.3299 -1.4330 -0.2433 0.00 0.00 -0.01 -0.221
C 3.7487 -0.7318 0.8048 -0.01 0.00 0.01 -0.174
C 2.3926 -0.8416 1.0919 0.01 0.00 0.02 -0.075
C 1.7649 -0.1089 2.2257 -0.01 -0.03 -0.02 -0.149
C 2.4546 -0.0378 3.4380 0.01 -0.01 -0.02 -0.194
C 1.9025 0.6039 4.5334 -0.01 0.01 0.00 -0.233
C 0.6428 1.1742 4.4212 0.01 0.00 0.00 -0.231
C -0.0426 1.1147 3.2147 0.06 -0.06 0.03 -0.202
C 0.4962 0.4850 2.0899 -0.08 0.11 0.02 -0.188
H -0.2325 -2.4674 -0.0574 0.02 0.01 0.00 0.398
H 0.0256 -1.9954 1.5060 0.01 -0.01 0.00 0.411
H 1.5878 -3.0820 -1.3409 0.01 -0.01 0.01 0.205
H 3.9988 -2.8320 -1.8377 0.00 0.00 0.00 0.215
H 5.3851 -1.3158 -0.4514 0.00 0.00 0.00 0.216
H 4.3525 -0.0616 1.4036 0.00 0.00 0.00 0.218
H 3.4274 -0.5084 3.5242 0.00 0.00 0.01 0.207
H 2.4471 0.6496 5.4678 -0.01 -0.01 0.00 0.210
H 0.1912 1.6671 5.2738 0.00 0.00 0.00 0.209
H -1.0191 1.5787 3.1471 0.00 -0.03 0.00 0.206
C -2.2695 -3.1192 -3.8368 0.00 0.00 0.00 -0.211
C -1.0085 -2.8111 -3.3425 -0.01 0.01 0.02 -0.199
C -0.8335 -1.6943 -2.5399 -0.06 -0.02 -0.02 -0.264
C -1.9220 -0.8776 -2.2578 0.09 -0.09 -0.04 0.188
C -3.1851 -1.1753 -2.7482 -0.01 0.03 -0.03 -0.233
C -3.3524 -2.3029 -3.5366 0.00 0.00 -0.01 -0.198
N -1.6770 0.2451 -1.4220 0.08 0.06 0.27 -0.241
N -2.3122 1.2808 -1.6910 -0.10 0.00 0.01 -0.113
C -2.0193 2.3461 -0.8204 0.04 0.04 -0.03 0.067
C -2.6276 3.5663 -1.1021 0.00 -0.03 -0.01 -0.199
C -2.3168 4.6653 -0.3240 0.01 0.01 0.03 -0.246
C -1.3982 4.5203 0.7104 -0.02 0.01 -0.02 -0.175
C -0.8094 3.2903 0.9896 0.00 0.00 -0.05 -0.255
C -1.1097 2.1563 0.2406 -0.05 0.10 0.01 -0.179
H -2.4100 -3.9962 -4.4547 0.01 0.00 0.00 0.218
H -0.1606 -3.4394 -3.5839 0.00 -0.01 -0.01 0.215
H 0.1409 -1.4279 -2.1452 -0.05 0.04 -0.09 0.228
H -4.0159 -0.5266 -2.5056 0.01 -0.01 0.00 0.234
H -4.3349 -2.5475 -3.9186 0.00 0.00 0.00 0.219
H -3.3251 3.6293 -1.9276 0.01 0.01 -0.01 0.221
H -2.7737 5.6256 -0.5218 0.00 0.00 0.00 0.214
H -1.1329 5.3824 1.3110 -0.01 0.00 0.00 0.210
H -0.0990 3.2249 1.8028 0.00 0.02 -0.02 0.221
```
Forces are in eV/Å.

Computed properties:
Lowest unoccupied orbital energy, Eh: -0.0200
Relative energy (zero: lowest compared OMol25 entry of this formula, charge and spin), eV: 0.000
HOMO, Eh: -0.29882
Energy, a.u.: -1218.08970

=====

No. 6
ORCA calculation (the ωB97M-V functional and the def2-TZVPD basis) on a molecular structure, C36H44N7Re.

Geometry as XYZ:
```
88
Properties=species:S:1:pos:R:3:forces:R:3:mulliken_spin:R:1
Re 0.3955 0.6268 0.0904 1.59 -1.53 0.17 0.961
C 0.1830 -2.6948 -6.2108 0.02 0.00 0.12 0.000
C -0.1301 -1.9408 -4.9445 0.04 -0.08 -0.06 -0.001
C -1.3936 -1.9791 -4.3625 -0.01 -0.01 0.09 0.002
C -1.6470 -1.2976 -3.1915 -0.01 -0.08 -0.03 -0.005
C -0.6892 -0.4877 -2.5641 -0.20 0.35 0.12 -0.027
N -0.9907 0.1151 -1.3271 -0.18 0.34 0.01 0.090
C -2.3413 0.4327 -1.0508 0.21 -0.23 -0.14 0.010
C -3.1222 1.0923 -2.0033 -0.07 0.11 0.01 -0.001
C -4.4543 1.3798 -1.7859 0.09 0.03 -0.02 -0.001
C -5.0715 1.0422 -0.5834 -0.10 -0.02 -0.02 0.001
C -6.5213 1.3580 -0.3223 0.15 0.04 0.06 0.001
C -4.2919 0.4411 0.3884 -0.02 0.02 0.10 0.000
C -2.9512 0.1335 0.1701 -0.03 0.04 0.05 -0.031
N -2.2371 -0.4830 1.2409 -0.14 -0.13 -0.18 0.008
C -2.7519 -1.2819 2.1976 0.06 -0.10 0.09 0.005
C -1.7538 -1.5510 3.1055 -0.04 0.11 0.08 0.000
C -0.6357 -0.8725 2.6202 -0.08 -0.04 0.10 0.006
N -0.9306 -0.2382 1.4869 0.03 -0.09 0.10 -0.004
C 0.5722 -0.4230 -3.1712 -0.05 0.10 0.01 0.032
C 0.8383 -1.1890 -4.3076 0.10 0.04 0.04 0.009
N 1.6106 0.4713 -2.7400 -0.05 -0.08 -0.18 -0.010
C 2.6571 0.8696 -3.5046 0.07 0.14 -0.04 0.000
C 3.3954 1.7701 -2.7854 0.02 -0.04 0.05 0.000
C 2.7228 1.8867 -1.5684 0.08 0.08 -0.04 -0.004
N 1.6509 1.1021 -1.5443 0.05 0.02 -0.23 -0.018
H -0.6893 -2.7363 -6.8622 0.02 -0.01 0.00 0.000
H 0.4871 -3.7210 -5.9937 -0.02 0.00 -0.02 0.000
H 0.9947 -2.2168 -6.7585 -0.01 -0.02 -0.01 0.000
H -2.1821 -2.5664 -4.8182 0.01 0.02 0.00 0.000
H -2.6257 -1.3724 -2.7377 0.00 -0.01 -0.01 0.000
H -2.6525 1.3765 -2.9365 -0.01 -0.05 -0.02 -0.001
H -5.0177 1.8920 -2.5565 -0.02 -0.03 0.01 0.000
H -7.0669 1.4948 -1.2541 -0.01 -0.02 0.01 0.000
H -6.6125 2.2786 0.2580 -0.03 0.00 -0.02 0.000
H -6.9957 0.5604 0.2492 -0.04 0.01 -0.03 0.000
H -4.7374 0.2187 1.3511 0.05 0.02 0.00 0.000
H -3.7685 -1.6321 2.1604 0.00 0.07 -0.06 0.001
H -1.8300 -2.1547 3.9925 0.02 0.01 -0.01 0.000
H 0.3608 -0.8111 3.0248 0.02 0.00 -0.08 0.001
H 1.8394 -1.2007 -4.7170 -0.03 0.06 -0.03 0.000
H 2.7986 0.5398 -4.5165 -0.11 -0.05 0.03 0.000
H 4.2913 2.2746 -3.1011 -0.05 0.03 0.01 0.000
H 2.9507 2.5139 -0.7247 -0.04 -0.04 0.03 0.001
C -1.0713 2.9876 1.8760 0.12 -0.09 0.03 0.032
C 0.4335 3.2310 1.7382 0.09 0.23 0.05 -0.029
C 0.6200 4.3746 0.7124 -0.01 -0.05 0.11 -0.018
C 1.1443 2.0017 1.1971 -0.26 -0.17 -0.40 -0.113
C 1.0869 3.6448 3.0634 -0.11 -0.13 0.03 -0.009
C 0.4071 3.5799 4.2756 0.05 0.05 -0.01 0.001
C 1.0284 3.9478 5.4648 -0.02 -0.05 0.01 0.001
C 2.3423 4.3819 5.4656 0.02 0.03 -0.03 -0.001
C 3.0333 4.4546 4.2621 -0.02 -0.06 0.01 0.006
C 2.4122 4.0848 3.0803 -0.01 0.05 0.04 0.008
H -1.5011 2.7571 0.8940 -0.03 0.01 0.01 -0.024
H -1.5731 3.8764 2.2619 -0.03 -0.01 -0.06 -0.001
H -1.2769 2.1492 2.5420 -0.06 0.03 -0.01 0.000
H 0.0996 4.1277 -0.2149 0.03 0.02 -0.01 0.006
H 1.6701 4.5560 0.4829 -0.02 -0.01 -0.03 0.001
H 0.2036 5.2960 1.1246 0.00 0.01 -0.06 -0.001
H 2.2248 2.0717 1.3953 0.04 -0.03 -0.04 0.042
H -0.6237 3.2550 4.3086 0.01 -0.02 0.01 0.000
H 0.4763 3.8885 6.3944 0.00 0.01 -0.01 0.000
H 2.8238 4.6696 6.3910 0.00 0.00 -0.01 0.000
H 4.0601 4.7978 4.2435 -0.02 0.01 0.01 0.000
H 2.9728 4.1591 2.1558 0.00 -0.02 0.01 -0.002
C -0.7594 -3.3765 0.0526 0.09 -0.04 -0.01 0.002
C 0.4882 -2.9673 -0.7138 -0.08 -0.04 0.08 0.012
N 1.7415 -3.2145 -0.0025 -0.03 0.08 -0.06 0.004
C 2.1823 -4.6082 0.0915 0.03 -0.05 0.31 0.000
C 1.8384 -5.2835 1.4191 -0.02 0.05 -0.03 0.000
C 2.4971 -2.1969 0.4460 -0.32 -0.23 -0.09 0.036
C 3.8435 -2.5329 1.0325 0.06 0.14 -0.10 0.002
N 2.1237 -0.9508 0.3586 -1.01 1.49 0.45 0.009
H -1.6394 -3.1485 -0.5519 -0.01 0.02 0.03 0.000
H -0.8247 -2.8366 0.9958 -0.02 -0.06 -0.01 -0.001
H -0.7690 -4.4454 0.2681 -0.04 0.00 -0.04 0.000
H 0.4449 -1.9069 -0.9240 0.01 -0.03 -0.10 0.002
H 0.5212 -3.4960 -1.6701 0.12 0.02 -0.02 -0.002
H 3.2576 -4.6592 -0.0661 0.00 0.01 -0.11 0.000
H 1.7108 -5.1519 -0.7263 0.03 0.05 -0.07 0.000
H 2.1043 -4.6471 2.2639 0.02 -0.03 0.00 0.000
H 2.3929 -6.2177 1.5104 -0.04 -0.02 0.01 0.000
H 0.7759 -5.5074 1.4974 0.00 0.01 0.00 0.000
H 4.5229 -2.8799 0.2527 -0.01 -0.03 0.01 0.001
H 3.7680 -3.3102 1.7892 0.01 0.00 -0.01 0.000
H 4.2771 -1.6471 1.4890 0.00 0.00 0.02 -0.001
H 2.8529 -0.3288 0.6820 0.17 -0.17 0.05 0.009
```
Forces are in eV/Å.

Computed properties:
Lowest unoccupied orbital energy (spin up / spin down), Eh: -0.0852 / -0.0905
Relative energy (zero: lowest compared OMol25 entry of this formula, charge and spin), eV: 0.625
Multiplicity: 2
HOMO (spin up / spin down), Eh: -0.35266 / -0.34866
Energy, a.u.: -1859.54159
Charge: +1